i | Below is a molecular structure, C4H9O3, with properties calculated with wB97M-V/def2-TZVPD.

Last column: Mulliken charge in e.
Cartesian coordinates (Å):
O  1.0547  -0.9668  1.4298  -0.5716
C  1.0600  -0.1318  0.3071  0.6460
O  1.7555  -0.2293  -0.7263  -0.7171
C  0.0549  0.8631  0.4532  -0.3163
C  -0.3546  1.6974  -0.7299  -0.4942
C  -1.5393  1.1580  -1.5275  -1.0553
H  -0.3012  1.0695  1.4483  0.3975
H  -0.1842  -0.3102  -0.0101  0.0255
H  0.5621  1.8847  -1.2921  0.3103
H  -0.7379  2.6680  -0.3923  0.2584
H  -2.5454  1.2263  -1.0917  0.2982
H  -1.3021  0.0916  -1.5559  0.2937
H  -1.6836  1.5161  -2.5397  0.3348
H  0.1247  -1.3657  1.3449  0.4985
H  -1.6801  -2.7807  0.7704  0.1370
O  -1.2299  -1.9376  0.8742  -1.0453

Results
- net charge = -1
- E_HOMO (eV) = -3.9945
- frontier orbital gap (eV) = 7.9920
- lowest unoccupied orbital energy (eV) = 4.0



ii | Below is 2 unconnected molecules or ions with the total composition C4H9O3, with properties calculated with wB97M-V/def2-TZVPD.

Last column: Mulliken charge in e.
Cartesian coordinates (Å):
C  -1.3172  -1.3506  -0.9469  -0.3435
C  -1.0129  -1.2910  0.5367  -0.9861
C  -1.7764  0.0014  -1.5438  0.4669
O  -1.4902  1.0400  -0.8993  -0.7096
O  -2.3714  -0.0735  -2.6450  -0.7650
H  -0.4908  -1.7453  -1.5515  0.2053
H  -2.0993  -2.0756  -1.1904  0.2875
H  -0.3976  -2.0944  0.9183  0.3315
H  -1.9170  -1.4402  1.1324  0.2969
H  -0.6695  -0.2865  0.7549  0.2201
C  2.1858  1.6755  0.5811  -0.4805
O  3.0343  1.1430  1.5870  -0.5276
H  2.4585  0.9664  2.3465  0.3008
H  1.5574  2.4723  0.9223  0.2532
H  2.7907  2.1526  -0.1915  0.2626
H  1.5156  0.9059  0.1893  0.1874

Results
- net charge = -1
- E_HOMO (eV) = -3.9139
- frontier orbital gap (eV) = 7.2705
- lowest unoccupied orbital energy (eV) = 3.4



iii | Below is 2 unconnected molecules or ions with the total composition C4H9O3, with properties calculated with wB97M-V/def2-TZVPD.

Last column: Mulliken charge in e.
Cartesian coordinates (Å):
C  -0.7133  -0.4187  -1.8135  -0.5455
C  -1.5693  -0.5862  -0.5525  -0.6345
C  0.8559  -0.4179  -1.5884  0.4041
O  1.3070  -1.4836  -1.9457  -0.7091
O  1.3011  0.5901  -1.1314  -0.6706
H  -0.8502  -1.1325  -2.5364  0.3979
H  -0.9305  0.5188  -2.3105  0.2360
H  -0.7151  -1.0822  0.1184  0.0916
H  -2.3609  -1.3697  -0.7619  0.2660
H  -2.1007  0.3280  -0.0062  0.1754
C  0.5707  0.8688  2.1304  -0.6370
O  1.9719  1.0835  2.3020  -0.5879
H  2.4937  0.4927  1.7427  0.3171
H  0.2571  1.2408  1.2391  0.2245
H  0.4870  -0.1003  2.3221  0.3050
H  -0.0043  1.4684  2.7916  0.3670

Results
- net charge = -1
- E_HOMO (eV) = -3.6101
- frontier orbital gap (eV) = 7.5455
- lowest unoccupied orbital energy (eV) = 3.9



Stability, lowest: i



i | Below is a molecular structure, C33H25AsN6O4P2S5Se2Ta, with properties calculated with wB97M-V/def2-TZVPD.

Last column: Mulliken charge in e.
Cartesian coordinates (Å):
Ta  1.7706  -2.9630  0.1632  1.1767
Se  0.8792  3.1733  4.4983  -0.4017
P  0.3391  2.7171  2.5252  0.1615
C  0.9929  3.9127  1.3155  0.3217
C  2.2135  4.5343  1.5730  -0.4809
C  2.7459  5.4288  0.6505  -0.7624
C  2.0530  5.7271  -0.5181  -0.6040
C  0.8312  5.1216  -0.7700  -0.9273
C  0.3098  4.2139  0.1432  0.1996
C  -1.4628  2.6875  2.3505  0.3737
C  -2.1149  1.5080  2.7045  -0.3423
C  -3.4974  1.4819  2.8209  -0.6335
C  -4.2356  2.6334  2.5815  -0.4800
C  -3.5887  3.8151  2.2299  -0.7823
C  -2.2032  3.8482  2.1255  -0.0760
C  0.9098  1.0807  1.9756  1.2719
C  0.9142  0.3272  0.7951  -1.6628
N  1.6214  -0.7863  1.0829  1.1945
N  2.0241  -0.7473  2.3388  -0.5978
N  1.6135  0.3708  2.8939  -0.6145
P  0.3708  0.3881  -0.8938  1.0450
Se  0.2573  -1.6479  -1.6259  -0.0461
C  1.5628  1.3359  -1.8248  0.6641
C  2.6247  1.9540  -1.1786  -0.1955
C  3.5767  2.6350  -1.9273  -0.8897
C  3.4614  2.6945  -3.3073  -0.6055
C  2.4010  2.0654  -3.9551  -0.7877
C  1.4557  1.3768  -3.2156  -0.5370
C  -1.2551  1.1346  -1.1168  0.7313
C  -1.4450  2.2582  -1.9207  -0.3782
C  -2.7259  2.7598  -2.1220  -0.5612
C  -3.8150  2.1336  -1.5297  -0.7275
C  -3.6295  1.0048  -0.7394  -0.6035
C  -2.3552  0.4987  -0.5383  -0.5721
H  2.7322  4.3131  2.4994  0.3390
H  3.7007  5.9022  0.8512  0.4055
H  2.4648  6.4340  -1.2303  0.4028
H  0.2875  5.3476  -1.6823  0.4220
H  -0.6412  3.7491  -0.0490  0.5408
H  -1.5408  0.6080  2.9007  0.3844
H  -3.9940  0.5571  3.0990  0.3732
H  -5.3168  2.6149  2.6743  0.4154
H  -4.1637  4.7181  2.0520  0.3969
H  -1.7009  4.7794  1.8903  0.4769
H  2.7309  1.8807  -0.1025  0.4850
H  4.4152  3.1054  -1.4256  0.4599
H  4.2141  3.2133  -3.8893  0.4227
H  2.3348  2.0794  -5.0382  0.3901
H  0.6585  0.8358  -3.7169  0.3941
H  -0.5965  2.7395  -2.3883  0.3750
H  -2.8701  3.6399  -2.7421  0.4303
H  -4.8135  2.5263  -1.6847  0.3836
H  -4.4790  0.5182  -0.2714  0.4539
H  -2.2115  -0.3782  0.0837  0.2564
S  5.9049  -3.8763  -2.2083  -0.4685
As  4.1409  -2.8785  -1.7271  0.3262
S  2.3434  -4.2615  -1.7478  -0.2239
S  4.0200  -2.3846  0.5000  -0.3278
S  3.7530  -1.1200  -2.7926  -0.3962
C  -1.9353  -4.6877  -1.9718  -0.9807
C  -1.1971  -5.3752  -0.8755  -0.1062
N  -0.1244  -4.9387  -0.2553  0.2910
C  0.2053  -5.8947  0.6689  0.4242
C  -0.6767  -6.9296  0.6120  -0.1900
N  -1.5558  -6.5814  -0.3696  0.0344
C  -0.8802  -8.2184  1.3187  0.5188
O  -0.0022  -8.5389  2.2418  -0.5522
O  -1.8265  -8.9129  1.0182  -0.6391
C  1.3824  -5.7120  1.5321  0.7012
O  1.7042  -6.5504  2.3615  -0.8712
O  2.0526  -4.6130  1.3303  -0.5922
H  -1.4920  -3.7129  -2.1388  -0.0892
H  -2.9873  -4.5510  -1.7112  0.3263
H  -1.8813  -5.2621  -2.8998  0.3132
H  -2.3328  -7.1665  -0.6299  0.2296
H  0.6861  -7.8132  2.3311  0.4646
S  -2.2928  -2.3741  2.7088  -0.4176
C  -0.9068  -2.6544  1.9385  0.6184
N  0.0871  -2.8519  1.3510  -0.4717

Results
- net charge = -1
- E_HOMO (eV) = -5.1285
- frontier orbital gap (eV) = 6.3167
- lowest unoccupied orbital energy (eV) = 1.2



ii | Below is a molecular structure, C33H25AsN6O4P2S5Se2Ta, with properties calculated with wB97M-V/def2-TZVPD.

Last column: Mulliken charge in e.
Cartesian coordinates (Å):
Ta  0.6326  1.0806  0.2399  0.6400
Se  -4.1186  -2.8517  -3.5210  -0.3275
P  -4.5816  -1.2436  -2.2336  0.8924
C  -5.5980  0.0120  -3.0553  0.5592
C  -5.0252  0.7620  -4.0800  -0.2987
C  -5.7803  1.7020  -4.7553  -0.7020
C  -7.1153  1.8932  -4.4207  -0.4742
C  -7.6902  1.1463  -3.4066  -0.6993
C  -6.9313  0.2082  -2.7170  -0.4079
C  -5.5298  -1.6724  -0.7450  0.6467
C  -5.4944  -0.8325  0.3660  -0.1489
C  -6.3382  -1.0703  1.4406  -0.7371
C  -7.2112  -2.1472  1.4103  -0.5068
C  -7.2275  -3.0032  0.3162  -0.7453
C  -6.3855  -2.7700  -0.7607  -0.5482
C  -3.1789  -0.2967  -1.6376  -0.4349
C  -1.9078  -0.6263  -1.1790  -0.4133
N  -1.3644  0.5386  -0.7649  1.5073
N  -2.2334  1.5221  -0.9492  -0.9569
N  -3.3300  1.0345  -1.4640  -0.1772
P  -1.0372  -2.1615  -0.9156  1.2088
Se  0.6643  -1.7549  0.3401  -0.2265
C  -0.4510  -2.8116  -2.4821  0.8080
C  0.0926  -4.0924  -2.5399  -0.4954
C  0.6496  -4.5490  -3.7222  -0.8206
C  0.6911  -3.7184  -4.8356  -0.5330
C  0.1756  -2.4340  -4.7685  -1.0342
C  -0.4001  -1.9760  -3.5933  -0.3703
C  -2.1400  -3.3282  -0.1127  0.3840
C  -2.5128  -3.0088  1.1942  -0.5838
C  -3.3854  -3.8342  1.8774  -0.6178
C  -3.8752  -4.9809  1.2646  -0.5557
C  -3.4934  -5.3035  -0.0281  -0.8207
C  -2.6233  -4.4777  -0.7252  -0.0579
H  -3.9843  0.6134  -4.3392  0.3412
H  -5.3257  2.2936  -5.5389  0.3946
H  -7.7032  2.6334  -4.9487  0.3670
H  -8.7289  1.2958  -3.1416  0.3988
H  -7.3828  -0.3638  -1.9173  0.3014
H  -4.8257  0.0178  0.3886  0.4281
H  -6.3002  -0.4156  2.3018  0.4302
H  -7.8719  -2.3293  2.2491  0.3735
H  -7.8991  -3.8523  0.2994  0.4149
H  -6.3803  -3.4327  -1.6185  0.3583
H  0.0823  -4.7300  -1.6626  0.5191
H  1.0612  -5.5485  -3.7717  0.4139
H  1.1336  -4.0749  -5.7569  0.4083
H  0.2149  -1.7829  -5.6313  0.4728
H  -0.7994  -0.9719  -3.5421  0.5246
H  -2.1232  -2.1173  1.6738  -0.0691
H  -3.6892  -3.5731  2.8827  0.4732
H  -4.5661  -5.6212  1.7982  0.3813
H  -3.8810  -6.1941  -0.5061  0.4059
H  -2.3506  -4.7127  -1.7444  0.5441
S  0.9676  4.3616  -3.3123  -0.4181
As  1.7761  3.2188  -1.8041  0.2838
S  0.2015  3.2927  -0.0121  -0.2474
S  1.2569  1.0461  -2.1170  -0.2553
S  3.6423  3.3637  -0.9058  -0.4226
C  3.5994  -1.1465  -1.9433  -1.2860
C  3.8494  -0.4738  -0.6454  0.0727
N  2.9767  0.1210  0.1583  0.4545
C  3.6875  0.5656  1.2319  0.1825
C  4.9967  0.2483  1.1075  -0.0875
N  5.0806  -0.4139  -0.0894  0.0474
C  6.1843  0.4594  1.9524  0.4259
O  5.9771  1.1008  3.0895  -0.5570
O  7.2620  0.0341  1.6117  -0.6343
C  2.9394  1.3051  2.2504  0.8109
O  3.4504  1.7468  3.2646  -0.8030
O  1.6864  1.4070  1.9204  -0.5749
H  3.5487  -0.4074  -2.7415  0.2547
H  2.6424  -1.6650  -1.9097  0.0452
H  4.3950  -1.8603  -2.1567  0.4590
H  5.9407  -0.7789  -0.4633  0.2320
H  5.0252  1.3599  3.1877  0.4624
S  -2.6998  0.2087  3.6687  -0.4182
C  -1.6069  0.5831  2.5518  0.6046
N  -0.8420  0.8361  1.6984  -0.4656

Results
- net charge = -1
- E_HOMO (eV) = -5.6829
- frontier orbital gap (eV) = 6.7095
- lowest unoccupied orbital energy (eV) = 1.0



Stability, lowest: i